C12H14AuF3N2O5S as an isolated structure, computed with ωB97M-V/def2-TZVPD.

The geometry in ORCA input format:
```
! wB97M-V def2-TZVPD RIJCOSX def2/J DEFGRID3
* xyz -2 1
Au 0.918 0.515 -0.997
C -0.927 -1.307 2.849
C 0.001 -1.066 1.682
N 0.625 0.044 1.547
O 0.269 0.982 2.544
C 0.159 -2.100 0.662
C -0.194 -3.527 0.956
N 0.521 -1.758 -0.568
O 0.559 -2.669 -1.446
H -1.446 -0.380 3.086
H -0.361 -1.612 3.735
H -1.653 -2.084 2.614
H 0.573 1.792 2.127
H 0.034 -3.799 1.991
H 0.384 -4.152 0.275
H -1.256 -3.743 0.767
C -0.242 2.240 -1.505
C -1.325 2.364 -0.507
C -2.409 1.460 -0.465
C -3.411 1.564 0.485
C -3.389 2.575 1.449
C -2.334 3.479 1.427
C -1.329 3.377 0.469
H 0.341 3.162 -1.578
H -0.625 1.974 -2.496
H -2.416 0.646 -1.183
H -4.219 0.838 0.492
H -4.158 2.633 2.211
H -2.294 4.276 2.163
H -0.513 4.095 0.465
F 3.511 -2.585 -4.131
C 3.350 -1.328 -3.671
F 3.954 -0.505 -4.575
F 2.056 -1.033 -3.704
S 4.185 -1.133 -2.002
O 5.518 -0.743 -2.434
O 4.106 -2.432 -1.385
O 3.438 -0.061 -1.351
*
```

## Properties
DFT total energy: -1784.78166 Ha
Kohn-Sham gap: 6.090 eV
energy above the lowest of the compared OMol25 structures with the same formula, charge and spin: 3.4 kcal per mole

=====

A 2-piece molecular cluster, C4H10O2S overall, computed with ωB97M-V/def2-TZVPD.

The geometry in ORCA input format:
```
! wB97M-V def2-TZVPD RIJCOSX def2/J DEFGRID3
* xyz 0 1
C 0.181 2.828 0.739
C -0.904 -2.187 0.768
C -0.467 0.847 -0.793
C 0.378 -2.037 -0.057
O 2.265 1.158 -0.821
O 0.171 -1.970 -1.243
S 0.698 1.331 0.356
H -0.281 3.610 0.038
H 0.481 2.998 1.695
H -1.554 -2.554 -0.001
H -1.058 -3.012 1.480
H -1.189 -1.365 1.421
H -0.234 0.729 -1.850
H -0.900 -0.081 -0.476
H -1.280 1.589 -0.713
H 2.349 0.287 -1.009
H 1.345 -2.172 0.465
*
```

## Properties
DFT total energy: -706.90765 Ha
Kohn-Sham gap: 9.278 eV
energy above the lowest of the compared OMol25 structures with the same formula, charge and spin: 116.6 kcal per mole

=====

The molecule C2H5NOS, computed with ωB97M-V/def2-TZVPD.

The geometry in ORCA input format:
```
! wB97M-V def2-TZVPD RIJCOSX def2/J DEFGRID3
* xyz 0 1
C 1.384 -0.424 -0.888
S 0.281 -0.979 0.434
C -0.891 0.415 0.457
N -1.788 0.528 1.435
O -0.738 1.424 -0.442
H 1.006 -0.749 -1.842
H 2.426 -0.690 -0.890
H 1.035 0.672 -0.720
H -2.312 1.424 1.296
H -2.163 -0.337 1.796
*
```

## Properties
DFT total energy: -607.36316 Ha
Kohn-Sham gap: 9.995 eV
energy above the lowest of the compared OMol25 structures with the same formula, charge and spin: 27.4 kcal per mole

=====

CI3O2S as an isolated structure, computed with ωB97M-V/def2-TZVPD.

The geometry in ORCA input format:
```
! wB97M-V def2-TZVPD RIJCOSX def2/J DEFGRID3
* xyz -1 1
C 0.967 -0.587 0.776
O -0.071 0.847 -1.328
O -0.545 1.686 0.982
S -0.391 0.581 0.055
I 2.556 0.251 -0.281
I 0.443 -2.425 0.020
I -2.959 -0.353 -0.223
*
```

## Properties
DFT total energy: -1479.84488 Ha
Kohn-Sham gap (spin up / spin down): 6.011 / 6.015 eV
energy above the lowest of the compared OMol25 structures with the same formula, charge and spin: 36.9 kcal per mole